1.
100
Properties=species:S:1:pos:R:3:forces:R:3 method="wB97M-V/def2-TZVPD" de_lowest_ev=0.000 e_tot_ha=-5043.35435 orbital_gap_ev=5.25 charge=+3 spin_multiplicity=1
Ti -0.1348 -0.1086 -0.2747 -1.017 0.353 0.441
C 1.7463 3.2618 2.2330 0.014 -0.005 -0.006
C 1.4386 2.0438 1.4301 0.354 0.043 0.011
N 0.3897 1.9101 0.7058 -0.439 -0.335 0.018
C -0.6292 2.9748 0.7066 0.197 -0.061 0.024
C -1.6692 2.5825 -0.3019 -0.080 -0.152 0.045
N -1.9989 1.1530 -0.1008 0.045 -0.029 0.154
C -2.8181 0.8674 1.1181 0.016 0.123 -0.149
C -1.9758 0.2958 2.2380 0.140 -0.179 -0.025
N -1.0151 -0.7066 1.6957 -0.020 -0.070 -0.032
C -1.4992 -2.1350 1.7215 0.069 0.143 -0.019
C -0.7515 -2.9928 0.6625 0.164 0.282 0.014
N 0.3611 -2.1323 0.2068 -0.192 -0.262 0.144
C 1.5752 -2.4872 0.4337 0.302 0.108 -0.015
C 2.0558 -3.8872 0.5828 0.095 0.035 0.059
C 2.4784 -1.3421 0.7524 -0.249 -0.467 -0.055
C 3.7624 -1.4623 1.2237 0.183 -0.105 0.167
C 4.3540 -0.3483 1.8245 -0.051 -0.111 0.190
C 3.6264 0.8168 1.9524 -0.087 0.037 0.412
C 2.3466 0.8650 1.4097 -0.006 0.335 0.116
N 1.8017 -0.1876 0.8155 -0.201 -0.177 -0.197
H 0.8564 3.6166 2.7533 0.001 -0.004 0.024
H 2.0738 4.0713 1.5725 -0.009 -0.032 0.014
H 2.5262 3.0892 2.9680 0.016 -0.010 -0.007
H -0.2022 3.9405 0.4494 0.072 0.111 0.009
H -1.0535 3.0769 1.7084 -0.007 -0.051 0.043
H -1.2693 2.6918 -1.3078 0.033 -0.006 -0.134
H -2.5640 3.1967 -0.2222 -0.067 0.086 0.004
H -2.5436 0.8659 -0.9072 -0.032 0.004 -0.063
H -3.6067 0.1759 0.8315 -0.054 -0.050 0.004
H -3.3134 1.7739 1.4631 -0.072 0.075 -0.012
H -2.6132 -0.1445 3.0045 -0.023 -0.031 0.052
H -1.3886 1.0744 2.7192 0.043 0.042 0.016
H -0.1928 -0.6786 2.2895 0.040 -0.007 0.066
H -2.5698 -2.1465 1.5392 -0.080 0.017 -0.009
H -1.3460 -2.5323 2.7229 0.023 -0.037 0.046
H -1.3953 -3.2718 -0.1591 -0.069 0.003 -0.135
H -0.3746 -3.8967 1.1258 0.058 -0.086 0.048
H 1.3668 -4.6067 0.1514 -0.012 0.002 -0.005
H 2.2199 -4.1298 1.6375 0.010 -0.010 -0.033
H 3.0192 -3.9890 0.0765 -0.044 0.007 0.028
H 4.2969 -2.4008 1.1514 -0.023 0.038 0.032
H 5.3629 -0.4093 2.2144 -0.079 -0.006 -0.003
H 4.0538 1.6791 2.4445 -0.046 -0.058 0.001
C 5.9962 2.0103 0.0682 0.031 -0.008 -0.068
C 5.7509 0.7389 -0.4365 0.038 0.124 -0.187
C 4.5208 0.4354 -1.0093 0.058 0.257 -0.284
C 3.5230 1.4070 -1.0878 -0.014 -0.055 -0.180
C 3.7784 2.6836 -0.5825 0.150 -0.026 -0.031
C 5.0068 2.9829 -0.0081 0.035 -0.037 -0.006
As 1.8203 0.9424 -1.9463 0.304 0.129 -0.252
C 1.3716 2.5732 -2.8982 0.009 0.017 0.096
C 1.2935 2.6266 -4.2844 0.107 0.085 -0.008
C 0.9724 3.8243 -4.9109 -0.012 0.009 -0.022
C 0.7221 4.9672 -4.1666 0.006 0.001 -0.033
C 0.7959 4.9189 -2.7799 0.001 -0.020 0.002
C 1.1173 3.7255 -2.1521 -0.132 0.030 -0.182
C 2.4477 -0.3445 -3.2329 0.169 -0.068 0.183
C 3.4203 0.0176 -4.1599 0.085 -0.127 0.038
C 3.9033 -0.9382 -5.0430 0.003 -0.053 -0.054
C 3.4293 -2.2466 -4.9927 0.049 0.083 -0.045
C 2.4679 -2.6061 -4.0585 -0.011 0.050 0.028
C 1.9734 -1.6513 -3.1787 0.223 -0.093 -0.022
H 6.9632 2.2512 0.4924 -0.027 -0.012 -0.013
H 6.5281 -0.0158 -0.4084 0.001 0.030 -0.013
H 4.3657 -0.5544 -1.4181 -0.033 0.002 -0.092
H 3.0496 3.4740 -0.6651 0.010 0.016 -0.057
H 5.1994 3.9858 0.3539 0.009 -0.033 -0.014
H 1.4729 1.7549 -4.8930 0.023 -0.094 -0.036
H 0.9150 3.8557 -5.9914 0.009 0.006 0.024
H 0.4776 5.8969 -4.6644 0.000 -0.033 0.015
H 0.6137 5.8115 -2.1931 0.006 -0.036 -0.027
H 1.1814 3.7042 -1.0768 -0.048 -0.003 0.128
H 3.8177 1.0252 -4.1875 -0.025 0.014 -0.011
H 4.6572 -0.6622 -5.7699 -0.038 -0.020 0.020
H 3.8107 -2.9855 -5.6862 0.002 0.034 0.023
H 2.0966 -3.6229 -4.0246 0.003 0.026 -0.003
H 1.1896 -1.9255 -2.4849 -0.042 -0.021 0.072
C -1.8496 0.3792 -6.2672 -0.028 -0.060 0.090
N -1.1710 0.8088 -5.0536 0.031 0.259 -0.248
C -1.9033 1.7657 -4.2602 -0.105 -0.048 0.082
C -0.4165 -0.1558 -4.2977 -0.339 -0.029 -0.040
C -1.2471 -0.9850 -3.3445 -0.143 -0.205 0.117
C -2.1494 -1.8772 -3.9295 -0.021 -0.067 -0.026
C -3.1368 -2.5195 -3.2024 -0.011 -0.020 0.027
C -3.2599 -2.2500 -1.8457 -0.082 -0.078 -0.155
C -2.3388 -1.4078 -1.2520 0.306 0.223 0.061
C -1.2700 -0.8064 -1.9486 0.297 0.222 -0.174
H -2.0347 1.2478 -6.9007 0.016 -0.007 0.034
H -2.8196 -0.1091 -6.0937 0.041 0.014 0.054
H -1.2105 -0.3095 -6.8221 -0.006 0.027 0.021
H -2.1976 2.6154 -4.8776 -0.008 -0.037 -0.021
H -1.2496 2.1472 -3.4682 -0.048 0.004 -0.019
H -2.8211 1.3604 -3.7950 0.049 -0.026 -0.045
H 0.2880 0.3982 -3.7016 0.108 0.137 -0.007
H 0.1429 -0.7949 -4.9833 -0.024 0.025 -0.026
H -2.0805 -2.0482 -4.9981 -0.026 -0.002 0.063
H -3.8269 -3.1953 -3.6919 0.016 0.039 0.008
H -4.0699 -2.6720 -1.2617 0.035 -0.007 -0.046
H -2.5046 -1.2095 -0.2001 0.078 -0.040 -0.021

***

2.
106
Properties=species:S:1:pos:R:3:forces:R:3 method="wB97M-V/def2-TZVPD" de_lowest_ev=0.000 e_tot_ha=-5219.74849 orbital_gap_ev=5.76 charge=+1 spin_multiplicity=1
Sr 0.3217 0.2852 -0.2896 0.952 -0.728 -0.666
O -0.4150 -0.7916 6.8779 -0.097 0.236 -0.044
C -1.3064 -1.0434 6.0529 0.239 -0.733 0.372
O -2.3460 -1.7217 6.1275 -0.080 0.252 -0.045
C -1.0039 -0.5441 4.6326 -0.037 0.301 -0.382
C -1.9438 -0.6954 3.6245 -0.075 -0.085 0.153
C -1.6213 -0.3243 2.3362 0.028 0.052 -0.330
N -0.4111 0.1690 2.0227 -0.272 0.083 0.669
C 0.4891 0.3718 3.0030 -0.042 0.223 -0.346
C 0.2134 0.0414 4.3152 0.097 -0.136 0.219
C 1.7552 1.0724 2.5954 -0.319 -0.001 0.015
C 2.8206 1.2160 3.4759 0.000 -0.016 0.056
C 3.9136 1.9678 3.0921 0.052 0.007 0.036
C 3.9213 2.5667 1.8402 0.028 0.013 0.046
C 2.8376 2.3498 1.0153 -0.103 -0.096 -0.010
N 1.7812 1.6126 1.3661 0.166 0.116 0.371
C -2.5905 -0.4846 1.2011 0.232 0.018 0.104
C -3.9379 -0.7292 1.4384 -0.026 0.014 0.081
C -4.7871 -0.9385 0.3697 -0.064 -0.025 -0.015
C -4.2762 -0.8998 -0.9190 -0.029 -0.003 -0.014
C -2.9341 -0.6221 -1.0736 0.100 0.057 0.071
N -2.1011 -0.4088 -0.0489 -0.527 -0.043 0.171
H -2.8869 -1.1394 3.9138 0.000 -0.018 -0.016
H 0.8970 0.2026 5.1383 0.007 -0.011 -0.006
H 2.7869 0.7536 4.4511 0.022 0.000 -0.006
H 4.7461 2.0953 3.7714 0.005 0.006 -0.014
H 4.7439 3.1876 1.5143 0.005 -0.005 -0.002
H 2.8117 2.7788 0.0185 -0.033 0.009 -0.012
H -4.3115 -0.7568 2.4512 -0.021 -0.007 -0.015
H -5.8373 -1.1351 0.5406 0.005 0.002 0.001
H -4.9010 -1.0702 -1.7840 -0.007 0.000 0.006
H -2.4985 -0.5650 -2.0658 0.029 0.007 -0.001
Br -0.6381 7.0534 3.3162 -0.017 0.115 0.123
C -0.5162 5.7388 1.9822 0.012 -0.067 -0.067
C -1.1333 4.5097 2.1728 0.011 -0.072 -0.094
C -1.0223 3.5366 1.1931 -0.108 0.040 0.224
C -0.3237 3.8071 0.0276 0.106 -0.582 -0.366
C 0.3052 5.0277 -0.1527 0.047 0.250 0.099
C 0.2073 6.0037 0.8300 0.011 -0.107 -0.080
N -0.2062 2.7500 -0.9397 -0.079 0.478 0.197
C -0.2717 3.0475 -2.1680 -0.089 -0.266 -0.564
C -0.1134 2.0239 -3.2511 -0.070 0.332 0.585
C -0.1752 2.4259 -4.5688 -0.007 -0.047 -0.288
C -0.0302 1.4671 -5.5672 -0.027 0.185 0.005
C 0.1706 0.1517 -5.2034 0.010 -0.127 0.059
C 0.2169 -0.1633 -3.8495 -0.017 0.078 -0.016
N 0.0779 0.7455 -2.8891 -0.026 0.064 -0.177
H -1.6841 4.3095 3.0808 -0.002 0.017 0.018
H -1.4794 2.5644 1.3423 0.026 0.049 -0.034
H 0.9053 5.2167 -1.0346 -0.018 -0.007 -0.003
H 0.7021 6.9563 0.7056 -0.003 0.008 0.008
H -0.4805 4.0682 -2.4980 0.060 -0.019 -0.042
H -0.3398 3.4671 -4.8120 0.007 -0.006 -0.011
H -0.0787 1.7518 -6.6097 0.003 -0.004 0.002
H 0.2854 -0.6275 -5.9434 -0.001 0.002 -0.001
H 0.3686 -1.1884 -3.5270 0.000 -0.004 0.009
C 6.1824 -2.4023 -3.0843 -0.057 0.003 -0.033
C 6.9193 -2.0965 -1.7846 0.094 -0.012 -0.041
C 6.7144 -3.1909 -0.7438 -0.024 -0.028 0.040
C 6.5657 -0.7143 -1.2422 -0.274 0.113 0.021
N 5.1297 -0.5553 -0.9513 0.373 -0.108 0.197
C 4.1299 -0.1300 -1.7168 -0.078 0.086 -0.194
N 3.0190 -0.1682 -1.0205 -0.091 -0.072 0.130
N 3.3722 -0.6420 0.2008 0.011 -0.051 -0.127
N 4.6294 -0.8728 0.2507 -0.182 0.021 -0.045
H 6.5271 -3.3460 -3.5059 0.021 0.004 0.017
H 6.3440 -1.6269 -3.8374 0.006 0.003 0.018
H 5.1060 -2.5040 -2.9194 0.007 0.005 0.014
H 7.9880 -2.0247 -2.0106 0.001 -0.049 0.010
H 5.6699 -3.2539 -0.4338 -0.019 0.001 -0.001
H 7.3112 -3.0141 0.1516 0.005 0.023 -0.007
H 6.9956 -4.1625 -1.1497 0.021 0.016 -0.019
H 6.8269 0.0666 -1.9562 -0.021 -0.014 -0.027
H 7.0793 -0.5044 -0.3063 0.019 -0.044 0.014
H 4.2420 0.1877 -2.7392 -0.015 0.020 0.003
C -1.8650 -4.3737 -1.6379 -0.043 0.002 0.010
C -0.5674 -4.8204 -0.9554 -0.151 -0.134 -0.098
C -0.7628 -6.1926 -0.3053 -0.060 -0.069 0.030
P 0.1428 -3.4563 0.0730 0.244 0.312 -0.126
C 1.9500 -3.8693 0.0637 0.125 -0.116 -0.014
C 2.3976 -5.2810 0.4501 0.057 -0.115 0.011
C 2.5035 -3.5809 -1.3364 0.096 -0.059 -0.013
C -0.4268 -3.6247 1.8230 -0.023 0.005 0.146
C -1.9509 -3.7697 1.8619 -0.055 -0.038 0.115
C 0.2266 -4.6462 2.7524 -0.029 -0.019 0.108
H -2.1772 -5.1042 -2.3875 0.014 -0.015 0.013
H -1.7525 -3.4059 -2.1312 0.030 -0.005 -0.006
H -2.6774 -4.2819 -0.9141 0.010 0.002 -0.008
H 0.1891 -4.9265 -1.7429 -0.041 0.001 0.026
H -1.6280 -6.1940 0.3575 0.025 -0.004 -0.029
H 0.0966 -6.5255 0.2715 -0.040 0.024 -0.030
H -0.9533 -6.9414 -1.0781 -0.007 0.010 -0.005
H 2.3871 -3.1528 0.7693 0.010 0.008 -0.024
H 2.0282 -6.0151 -0.2691 0.052 0.048 -0.001
H 2.0749 -5.5878 1.4420 0.072 0.012 -0.158
H 3.4893 -5.3384 0.4248 0.004 0.027 0.006
H 2.2099 -4.3724 -2.0317 0.047 0.050 0.017
H 3.5959 -3.5664 -1.3163 0.005 -0.017 0.002
H 2.1595 -2.6354 -1.7502 -0.056 0.163 0.007
H -0.1797 -2.6351 2.2280 -0.037 -0.008 0.018
H -2.2501 -4.8029 1.6838 0.024 0.037 0.022
H -2.4596 -3.1521 1.1212 0.013 0.075 -0.026
H -2.3191 -3.4936 2.8520 -0.020 0.004 -0.004
H 0.0868 -5.6716 2.4080 -0.036 0.030 0.005
H -0.2308 -4.5652 3.7414 -0.019 0.012 -0.013
H 1.2944 -4.4679 2.8798 -0.070 0.056 0.017